Record 1
{
  "formula": "C5H8N",
  "method": "wB97M-V/def2-TZVPD",
  "molar_mass_g_mol": 82.13,
  "multiplicity": 1,
  "smiles": "C=C=C1C[C@@H]1[NH3+]",
  "homo_energy_ev": -13.05,
  "energy_ev": -6792.512,
  "charge": 1,
  "de_lowest_kcal_mol": 128.60,
  "gap_ev": 9.01,
  "symbols": ["C", "C", "C", "C", "C", "N", "H", "H", "H", "H", "H", "H", "H", "H"],
  "positions_angstrom": [[-0.8375, 2.4122, 0.8030], [-1.1665, 1.3170, 0.2342], [-0.6854, 0.1196, 0.0574], [0.6204, -0.1243, 0.6762], [-0.0271, -1.1394, -0.0774], [0.3728, -1.5548, -1.3454], [-0.1535, 3.0759, 0.2876], [-1.4228, 2.7324, 1.7365], [1.4084, 0.3340, 0.1581], [0.6692, -0.0798, 1.8261], [-0.4432, -1.9887, 0.4905], [-0.3727, -1.7314, -2.0053], [0.8894, -2.5364, -1.2254], [1.1482, -0.8363, -1.6160]],
  "forces_ev_per_angstrom": [[-1.98, 2.96, 1.76], [0.43, -2.32, -0.71], [-0.56, 1.63, 0.17], [1.50, 0.30, 3.39], [-4.11, -2.64, 2.40], [5.26, -2.26, -1.56], [-0.17, 0.38, 0.18], [1.21, -0.24, -1.40], [1.29, 1.00, -0.33], [0.18, -0.64, -1.99], [0.00, 0.43, -0.27], [-0.25, 0.55, -0.49], [-1.00, 2.43, -0.59], [-1.81, -1.59, -0.58]]
}

=====

Record 2
{
  "formula": "C5H8N",
  "method": "wB97M-V/def2-TZVPD",
  "molar_mass_g_mol": 82.13,
  "multiplicity": 1,
  "homo_energy_ev": -14.38,
  "energy_ev": -6793.508,
  "charge": 1,
  "de_lowest_kcal_mol": 105.62,
  "gap_ev": 8.85,
  "symbols": ["C", "C", "C", "C", "C", "N", "H", "H", "H", "H", "H", "H", "H", "H"],
  "positions_angstrom": [[-2.7315, -0.8528, 0.7005], [-3.0326, -0.3743, -0.3626], [1.6097, -1.2833, 0.4794], [1.9408, -0.0584, 0.1357], [0.0398, 1.2524, -0.6353], [1.2799, 1.0524, -0.4841], [-2.4943, -1.4529, 1.5198], [0.6595, -1.8452, 0.0705], [2.2481, -1.8208, 1.1463], [2.9319, 0.2885, 0.5489], [-3.3275, 0.2938, -1.1651], [-0.1448, 2.2590, -1.0095], [-0.7951, 0.5800, -0.2698], [1.8161, 1.9615, -0.6746]],
  "forces_ev_per_angstrom": [[-0.23, 0.16, -1.45], [-0.03, 0.98, 0.23], [-3.45, -1.18, -1.91], [2.94, 1.48, 1.63], [-1.73, 0.32, 0.55], [0.83, 0.75, -0.10], [0.18, -0.40, 0.90], [1.89, 1.27, 1.02], [0.39, -0.28, 0.04], [-1.20, -0.16, -0.64], [0.08, -0.72, 0.30], [-0.71, -0.37, -0.10], [1.13, 0.43, -0.70], [-0.10, -2.29, 0.23]]
}

=====

Record 3
{
  "formula": "C5H8N",
  "method": "wB97M-V/def2-TZVPD",
  "molar_mass_g_mol": 82.13,
  "multiplicity": 1,
  "homo_energy_ev": -13.58,
  "energy_ev": -6791.642,
  "charge": 1,
  "de_lowest_kcal_mol": 148.65,
  "gap_ev": 9.35,
  "symbols": ["C", "C", "C", "C", "C", "N", "H", "H", "H", "H", "H", "H", "H", "H"],
  "positions_angstrom": [[-0.8032, 1.3118, 0.6891], [-1.5582, 0.5162, 0.1903], [2.2419, -0.0934, 0.7908], [1.2780, -0.6894, 0.1382], [-2.3981, -0.4173, -0.5313], [2.2228, 0.2130, -0.6200], [-0.6799, 2.2793, 1.0980], [2.7639, 0.4099, 1.6696], [0.5892, -1.4023, -0.2471], [-2.5550, -1.0372, 0.3232], [-1.7696, -0.9128, -1.3818], [-3.4161, -0.0551, -0.9185], [1.9678, 1.2095, -0.7502], [2.8886, -0.1691, -1.4295]],
  "forces_ev_per_angstrom": [[-1.02, 0.16, -0.10], [0.24, 1.34, -1.27], [-0.63, -0.99, 1.26], [2.71, 1.40, 0.96], [0.34, -0.33, -1.16], [1.13, 0.89, -2.82], [0.76, 0.27, 0.44], [-0.77, -1.25, -1.43], [-0.56, -0.12, 0.24], [-0.85, -1.80, -0.12], [-1.43, 0.63, 1.53], [1.80, -0.17, 0.58], [-0.35, -0.87, -0.74], [-1.37, 0.84, 2.64]]
}

=====

Record 4
{
  "formula": "C5H8N",
  "method": "wB97M-V/def2-TZVPD",
  "molar_mass_g_mol": 82.13,
  "multiplicity": 1,
  "homo_energy_ev": -15.02,
  "energy_ev": -6791.611,
  "charge": 1,
  "de_lowest_kcal_mol": 149.37,
  "gap_ev": 8.40,
  "symbols": ["C", "C", "C", "C", "C", "N", "H", "H", "H", "H", "H", "H", "H", "H"],
  "positions_angstrom": [[-1.0012, 0.0940, 0.5338], [0.2543, 0.3362, 0.2770], [-3.4509, 0.1406, -0.4346], [2.3696, -0.7342, -0.2071], [1.6452, 0.5275, 0.0370], [-2.5774, -0.5016, 0.1539], [-1.1412, 0.4253, 1.5721], [-3.4945, 1.0802, -0.9806], [-4.5120, -0.3859, -0.3717], [3.5069, -0.5007, -0.1890], [2.2534, -1.3849, -1.0339], [2.2698, -1.5435, 0.5827], [1.9353, 1.3319, -0.8069], [1.9427, 1.1152, 0.8673]],
  "forces_ev_per_angstrom": [[0.17, 0.97, -0.69], [-3.57, -0.49, -0.99], [-2.91, 0.17, -0.70], [4.21, -2.17, 2.52], [-0.68, 1.11, -2.97], [3.41, -0.80, 1.50], [-0.03, -0.13, 0.23], [0.57, 0.17, 0.23], [2.25, 0.71, -0.23], [-1.83, -0.34, -0.08], [-0.87, 0.45, -1.66], [-0.11, 1.41, -0.18], [-1.37, -1.52, 1.49], [0.76, 0.44, 1.54]]
}